(1)
Density functional theory data (wB97M-V/def2-TZVPD) for a molecular structure, C18H56CaN9O5P3.

Element x y z (Å)
Ca1 0.54637 -1.35195 0.37008
O1 2.20661 -2.61753 -0.49132
H1 2.53571 -3.48272 -0.80383
O2 -0.91366 -2.49458 1.52455
H2 -1.71470 -3.01542 1.32059
O3 0.55477 1.24441 -0.03901
P1 0.40841 2.49331 -0.80351
N1 -0.79119 3.54138 -0.40090
C1 -2.09000 3.23319 -0.93293
C2 -0.84447 4.21780 0.88655
N2 0.20101 2.22405 -2.53334
C3 -0.13296 3.28036 -3.49276
C4 0.77507 0.97981 -3.18300
N3 1.84797 3.49837 -0.82535
C5 3.07712 2.92580 -0.30660
C6 1.91298 4.93642 -1.09024
H3 -2.22734 2.20418 -1.26517
H4 -2.35213 3.66708 -1.89788
H5 -2.89649 3.39472 -0.21768
H6 -1.84717 4.22289 1.31394
H7 -0.61290 5.27328 0.74356
H8 -0.11215 3.68689 1.49478
H9 -1.02263 2.86592 -3.96690
H10 -0.39717 4.20181 -2.97389
H11 0.72742 3.43638 -4.14352
H12 0.10930 0.44797 -3.86270
H13 1.56502 1.29261 -3.86581
H14 1.12110 0.08827 -2.66002
H15 3.12677 1.98948 0.24923
H16 3.78708 2.69066 -1.09955
H17 3.48163 3.72038 0.32039
H18 1.49373 5.27617 -2.03729
H19 2.94319 5.29244 -1.09327
H20 1.40360 5.32453 -0.20819
O4 1.36383 -0.83465 2.32611
P2 1.76537 -0.73414 3.74445
N4 1.33858 0.78832 4.46823
C7 1.54176 1.17981 5.85696
C8 0.14748 1.46364 3.84621
N5 3.38743 -0.96995 4.18727
C9 3.74408 -1.11412 5.57253
C10 4.23462 -1.56766 3.08283
N6 0.97491 -1.89594 4.64084
C11 -0.43902 -1.81763 5.07374
C12 1.14654 -3.36289 4.50337
H21 2.54597 1.54333 6.07493
H22 1.29116 0.52243 6.68951
H23 1.02798 2.10362 6.12289
H24 0.30808 1.61615 2.77895
H25 -0.04690 2.44535 4.27814
H26 -0.72028 0.80413 3.85820
H27 3.18179 -0.56137 6.32512
H28 3.63095 -2.18432 5.74561
H29 4.81442 -0.96869 5.71859
H30 3.99260 -2.60772 2.86420
H31 4.35296 -0.84082 2.27921
H32 5.22977 -1.82812 3.44330
H33 -0.83201 -0.87504 5.45476
H34 -0.96884 -2.02226 4.14341
H35 -0.63384 -2.69361 5.69244
H36 1.51995 -3.77947 5.43885
H37 1.96814 -3.42756 3.79000
H38 0.25078 -3.93032 4.25091
O5 -0.82282 -1.14914 -1.63318
P3 -1.77296 -1.49713 -2.71508
N7 -0.92518 -2.20223 -4.02514
C13 0.50295 -2.42791 -3.83931
C14 -1.54315 -2.58632 -5.29792
N8 -2.77356 -0.26502 -3.27435
C15 -3.84762 0.34785 -2.49357
C16 -2.55264 0.32785 -4.48750
N9 -2.89927 -2.70938 -2.24438
C17 -2.62442 -3.71530 -1.08715
C18 -4.00257 -3.19473 -3.11463
H39 0.69073 -2.91722 -2.88358
H40 1.07522 -1.50090 -3.80379
H41 0.85881 -3.17152 -4.55241
H42 -2.61108 -2.36997 -5.32638
H43 -1.38491 -3.59169 -5.68815
H44 -1.03494 -2.00280 -6.06561
H45 -4.83263 0.12826 -2.90545
H46 -3.88461 0.15966 -1.42057
H47 -3.82990 1.43768 -2.50091
H48 -2.21531 1.36400 -4.46095
H49 -1.79071 -0.09044 -5.14522
H50 -3.45037 0.22223 -5.09662
H51 -3.14929 -3.32474 -0.21532
H52 -2.93731 -4.71933 -1.37370
H53 -1.57708 -3.81748 -0.80300
H54 -3.65706 -4.11231 -3.59084
H55 -4.14577 -2.33122 -3.76421
H56 -4.85089 -3.42992 -2.47188

Atomic forces in eV per Å
0.05 -0.94 -1.05
-0.25 -0.26 -0.24
-0.37 0.94 0.39
-0.91 -0.36 -0.20
0.87 0.56 0.31
0.22 -0.24 0.11
2.60 1.56 -3.71
-1.08 -0.08 -0.61
-1.47 -1.11 -1.24
0.89 0.16 -0.30
0.16 -1.93 2.42
-0.02 -1.13 1.14
-0.20 0.83 -0.72
-1.46 -2.57 0.48
1.09 0.55 -0.12
-0.47 -0.58 0.93
0.52 -0.56 0.64
0.14 1.13 0.14
0.17 0.28 -0.01
0.15 -0.56 0.07
0.38 0.07 0.28
-0.17 0.59 0.70
0.12 0.70 -0.87
0.07 -0.04 -0.05
-0.23 0.17 -0.39
-0.96 0.60 -0.10
0.45 0.18 0.15
0.14 0.97 1.33
-1.28 0.11 0.26
0.21 0.44 -0.38
0.61 -0.29 0.25
-0.35 -0.25 0.12
0.05 -0.29 0.14
-0.03 1.22 -0.42
1.46 1.27 0.62
-0.21 0.04 2.80
-1.00 -0.36 -0.87
0.71 0.91 0.69
0.57 -0.92 -0.69
-1.03 0.94 -2.99
0.74 -1.95 0.03
0.48 -0.05 1.87
-1.35 -0.54 1.93
-0.25 0.28 -1.55
2.32 1.01 -0.35
0.55 -0.51 -0.38
-0.27 -0.74 -0.42
-0.69 -0.05 -0.60
0.37 0.02 -0.06
0.07 -0.29 0.29
-0.36 0.25 0.42
-0.02 0.01 -0.60
-0.19 -0.25 0.93
0.05 0.58 -0.14
-1.11 0.30 -0.91
-0.37 -0.64 -0.23
0.38 0.97 0.59
0.51 -0.01 0.40
-0.71 0.05 -0.09
-0.05 0.58 0.60
-0.01 0.05 0.29
-0.26 -0.99 -0.34
0.11 0.47 -0.70
-0.32 -0.09 -0.17
-1.09 -2.74 -0.12
-1.12 0.70 0.68
-0.02 -0.57 0.65
0.69 0.88 -0.23
0.60 -1.72 2.71
-0.45 0.28 0.28
0.34 1.30 -3.47
0.69 -0.55 1.60
0.19 1.63 -1.16
1.75 1.01 1.19
-0.01 0.18 0.26
0.21 -0.25 -0.55
0.05 0.46 -0.43
0.16 0.03 0.08
0.02 -0.54 0.92
-0.29 0.41 -0.40
-0.10 -0.44 -0.14
0.45 -0.80 -0.16
0.58 0.22 -0.50
-0.50 0.39 0.33
0.17 -0.63 0.59
-0.35 0.57 -0.29
-0.16 -0.39 -0.01
-0.38 0.18 -0.12
0.11 0.47 -0.26
-0.30 0.07 -0.57
-0.79 -0.56 -0.48
-0.26 0.21 -0.26

Results
Total energy: -89531.3404 eV
Lowest unoccupied orbital energy: 0.56 eV


(2)
Density functional theory data (wB97M-V/def2-TZVPD) for a molecular structure, C18H58ClNO12S9Si2.

Element x y z (Å)
O1 -1.80678 -2.49376 4.70194
N1 -1.48941 -2.48443 3.55159
O2 -0.64134 -1.43796 3.26305
Si1 -1.48698 0.05762 3.00539
Cl1 -0.15547 1.61473 3.63094
O3 -2.90913 0.22657 3.94178
Si2 -4.35210 -0.08939 3.03683
H1 -1.70578 0.26032 1.56389
H2 -4.17716 -1.04405 1.94409
H3 -5.30646 -0.71041 3.98805
H4 -5.01233 1.15567 2.58394
C1 3.28264 2.09937 0.32983
S1 2.12337 3.40246 0.79711
O4 1.35015 3.76881 -0.42990
C2 3.36328 4.68881 1.04344
H5 2.71276 1.20154 0.08822
H6 3.85807 2.41111 -0.54348
H7 3.94998 1.89036 1.16744
H8 3.93000 4.83797 0.12262
H9 4.03176 4.40099 1.85662
H10 2.85177 5.61251 1.30813
C3 5.08686 9.88235 1.63944
S2 3.96143 8.77795 0.76050
O5 3.63881 7.64924 1.68782
C4 5.18624 8.16710 -0.41609
H11 4.53815 10.34807 2.45808
H12 5.92768 9.31424 2.04128
H13 5.44397 10.65473 0.95649
H14 6.02070 7.71037 0.11901
H15 5.53978 8.99405 -1.03391
H16 4.70703 7.42082 -1.05004
C5 3.53295 -4.68499 1.42800
S3 2.05841 -3.69063 1.12312
O6 2.37144 -2.76402 -0.00962
C6 2.16710 -2.72798 2.64534
H17 3.68576 -5.34180 0.57121
H18 4.40176 -4.03671 1.54853
H19 3.38736 -5.28811 2.32507
H20 3.12375 -2.20438 2.68750
H21 2.06252 -3.39190 3.50533
H22 1.35498 -2.00325 2.64707
C7 -1.73464 -2.98117 -0.70593
S4 -3.19862 -2.21874 -1.43599
O7 -4.02790 -1.67834 -0.31040
C8 -3.96099 -3.76654 -1.96630
H23 -1.11990 -2.19355 -0.26850
H24 -2.03095 -3.68942 0.07006
H25 -1.16634 -3.49345 -1.48307
H26 -4.10831 -4.42280 -1.10667
H27 -3.31900 -4.25216 -2.70255
H28 -4.92501 -3.53504 -2.42046
C9 -3.78547 -8.26645 -0.59644
S5 -2.05632 -7.82821 -0.86412
O8 -1.94509 -6.34230 -0.72673
C10 -2.04145 -8.19871 -2.63140
H29 -4.03412 -8.07545 0.44791
H30 -4.42285 -7.65531 -1.23746
H31 -3.93224 -9.32548 -0.81852
H32 -2.79430 -7.59663 -3.14285
H33 -2.24151 -9.26088 -2.78128
H34 -1.05359 -7.95690 -3.02430
C11 -1.28628 6.75913 -1.57597
S6 0.48096 7.00990 -1.83739
O9 0.74982 8.47643 -1.69220
C12 0.45670 6.64555 -3.60447
H35 -1.50997 6.97496 -0.53082
H36 -1.85604 7.43021 -2.22001
H37 -1.54065 5.72137 -1.79504
H38 -0.22425 7.32719 -4.11447
H39 0.13974 5.61324 -3.75856
H40 1.46630 6.77656 -3.99563
C13 8.54185 -7.34445 2.09358
S7 7.07636 -6.51089 1.44934
O10 6.29716 -6.01043 2.62346
C14 6.25655 -8.00788 0.86143
H41 9.18732 -6.59527 2.55209
H42 8.24983 -8.08164 2.84323
H43 9.07404 -7.82903 1.27350
H44 6.11269 -8.70226 1.69069
H45 6.86208 -8.47105 0.08068
H46 5.28713 -7.72734 0.44937
C15 -3.99511 8.03823 -6.74344
S8 -2.61030 8.26678 -5.60878
O11 -2.58415 7.08213 -4.69646
C16 -3.34582 9.63430 -4.68901
H47 -3.76774 7.19456 -7.39518
H48 -4.90547 7.82815 -6.17975
H49 -4.12274 8.93859 -7.34644
H50 -4.29769 9.32121 -4.25712
H51 -3.49476 10.48343 -5.35801
H52 -2.65894 9.91753 -3.89095
C17 -6.50997 -5.71921 3.40763
S9 -5.85202 -5.45848 1.74724
O12 -4.76210 -6.45946 1.52886
C18 -5.04449 -3.88716 2.10416
H53 -7.02294 -6.68104 3.42616
H54 -5.69418 -5.72719 4.13224
H55 -7.21929 -4.92506 3.64553
H56 -4.32946 -4.01713 2.91873
H57 -5.79476 -3.14218 2.37380
H58 -4.51835 -3.55878 1.20732

Atomic forces in eV per Å
0.47 -0.10 -1.94
-0.99 -1.16 2.31
-0.79 2.22 -0.35
0.44 1.40 1.82
-0.99 -1.45 -0.48
1.05 -0.90 -2.74
-0.32 0.21 1.34
-0.10 -0.21 0.23
0.42 0.03 -0.15
0.17 0.03 0.06
0.37 0.02 -0.06
-0.01 -0.07 -0.07
0.09 0.15 -0.22
0.21 -0.15 0.22
-0.13 -0.10 -0.01
-0.02 0.08 0.04
-0.07 0.06 0.03
-0.06 0.03 0.01
-0.08 -0.06 -0.02
-0.06 -0.01 0.00
0.02 -0.09 -0.03
0.12 -0.04 0.08
-0.15 -0.11 0.09
0.29 0.39 -0.19
0.08 -0.08 0.01
-0.05 -0.08 -0.09
-0.06 -0.04 -0.03
-0.06 -0.03 -0.01
-0.06 0.03 0.05
-0.07 -0.01 0.03
-0.08 0.09 0.07
0.03 0.04 -0.01
0.12 0.14 -0.08
-0.03 -0.17 0.31
0.12 0.10 -0.02
-0.10 0.08 0.01
-0.07 -0.01 0.01
0.01 0.04 -0.03
0.02 -0.09 -0.08
-0.02 -0.02 -0.06
0.14 -0.16 -0.09
-0.04 0.07 0.14
0.17 -0.19 0.00
0.09 -0.21 -0.07
-0.18 -0.01 0.04
-0.06 0.04 -0.11
-0.04 -0.03 -0.12
-0.05 0.00 0.04
0.14 0.01 -0.02
0.03 0.04 0.09
0.07 0.11 0.03
0.03 -0.17 0.05
-0.22 0.24 0.04
-0.06 -0.33 -0.21
0.04 0.04 -0.09
0.12 0.07 -0.21
0.08 0.05 0.03
0.13 0.01 -0.07
0.00 0.01 0.09
0.01 0.03 0.05
-0.04 0.01 0.10
-0.09 0.09 0.04
0.04 0.04 0.04
-0.14 -0.15 -0.16
0.06 0.09 -0.11
0.16 -0.03 -0.03
0.10 -0.06 -0.05
0.07 0.04 0.00
0.00 -0.09 0.12
-0.01 0.05 0.06
0.00 -0.01 0.17
0.03 -0.06 0.07
-0.15 0.05 0.26
0.23 -0.25 -0.34
-0.03 -0.08 0.03
-0.11 0.02 -0.06
-0.07 0.06 -0.03
-0.04 0.05 -0.01
0.03 0.08 0.02
0.00 0.06 0.02
0.08 0.07 0.04
-0.08 -0.04 -0.02
-0.12 -0.15 0.15
-0.16 0.37 -0.26
-0.04 0.02 0.07
0.07 0.05 0.09
0.08 0.00 0.05
0.06 -0.02 0.03
0.05 -0.07 -0.04
0.05 -0.05 -0.01
0.03 -0.08 -0.09
0.03 -0.09 0.08
0.21 0.14 0.10
-0.34 0.27 0.29
0.07 -0.06 0.02
0.04 0.05 -0.08
0.02 0.01 -0.09
0.03 -0.01 -0.07
-0.04 -0.10 0.00
-0.02 -0.05 -0.06
-0.12 0.02 0.01

Results
Total energy: -171455.4637 eV
Lowest unoccupied orbital energy: -0.39 eV


(3)
Density functional theory data (wB97M-V/def2-TZVPD) for 11 unconnected molecules or ions with the total composition C18H58N4O11.

Element x y z (Å)
N1 -23.72500 3.40500 -4.49800
C1 -23.21900 3.94000 -5.56100
N2 -22.05800 3.49800 -5.92400
O1 -23.84600 4.98100 -6.23900
H1 -24.59500 3.70900 -4.17600
H2 -23.28600 2.67800 -3.99600
H3 -21.60000 3.93800 -6.73400
H4 -21.72300 2.55400 -5.58700
N3 -21.15700 1.11700 -5.16300
C2 -21.21200 1.10200 -3.82000
N4 -20.10600 1.28600 -3.16500
O2 -22.48900 0.92100 -3.22600
H5 -22.01100 0.92800 -5.75600
H6 -20.27400 1.18700 -5.71800
H7 -20.12400 1.21900 -2.10200
H8 -19.20300 1.47400 -3.61700
C3 -25.15000 5.99700 -2.76500
C4 -24.82400 6.78400 -1.50800
O3 -23.42000 6.93500 -1.38200
H9 -26.20700 5.95000 -2.97900
H10 -24.67800 5.03900 -2.62000
H11 -24.73800 6.37600 -3.63200
H12 -25.14900 6.17900 -0.63700
H13 -25.28500 7.72300 -1.48500
H14 -22.87300 6.18000 -1.53800
C5 -19.01800 4.47700 -4.53300
C6 -19.05400 5.72200 -5.39100
O4 -17.96500 5.62900 -6.30300
H15 -19.79200 4.39400 -3.79500
H16 -18.07400 4.41400 -4.01400
H17 -19.10400 3.52000 -5.05300
H18 -18.78500 6.50600 -4.78000
H19 -20.05500 5.80200 -5.79400
H20 -17.91200 6.37900 -6.89900
C7 -25.28900 2.26500 -1.40600
C8 -24.53600 1.06300 -0.85200
O5 -24.99500 0.97800 0.43800
H21 -25.07100 3.20800 -0.90500
H22 -26.38400 2.19900 -1.43000
H23 -24.98700 2.40300 -2.46700
H24 -23.41100 1.17300 -0.90300
H25 -24.70500 0.13400 -1.35900
H26 -24.66600 1.70800 0.84100
C9 -22.49200 4.13900 0.01400
C10 -21.81900 3.82700 -1.30000
O6 -22.24400 4.79100 -2.25000
H27 -22.21600 3.31800 0.73400
H28 -23.55300 4.20600 -0.06700
H29 -22.01000 5.10600 0.32500
H30 -21.94200 2.77800 -1.57200
H31 -20.76100 4.03800 -1.13000
H32 -22.17600 4.45800 -3.15200
C11 -23.10600 8.31100 -9.01300
C12 -22.64400 6.91700 -8.62900
O7 -21.89700 6.36500 -9.67600
H33 -23.84600 8.34500 -9.79600
H34 -22.26100 8.90800 -9.32700
H35 -23.52700 8.71600 -8.12700
H36 -23.41500 6.18300 -8.47900
H37 -22.15600 6.83800 -7.70800
H38 -21.18800 6.86100 -9.96800
C13 -24.10200 1.43100 -9.78000
C14 -23.58700 2.61800 -9.06800
O8 -23.00600 3.40400 -10.03800
H39 -23.28700 0.87500 -10.31400
H40 -24.81500 1.64300 -10.48200
H41 -24.49600 0.72100 -9.00100
H42 -22.81200 2.32200 -8.33000
H43 -24.48400 3.08400 -8.67200
H44 -22.95100 4.28000 -9.75900
C15 -23.48200 8.20800 -5.32500
C16 -22.40500 7.54000 -4.45700
O9 -22.12500 8.43600 -3.48000
H45 -23.76700 7.57400 -6.19100
H46 -23.15600 9.20500 -5.67200
H47 -24.37900 8.32400 -4.74400
H48 -21.47600 7.37600 -5.14900
H49 -22.71200 6.57200 -4.16500
H50 -22.93300 8.41500 -2.93100
C17 -24.47000 0.62900 -6.04000
O10 -23.32000 0.16400 -6.61600
H51 -24.63600 1.63500 -6.27500
H52 -24.42100 0.51900 -4.95400
H53 -25.35100 0.00300 -6.22500
H54 -23.24200 -0.82100 -6.41600
C18 -19.70100 4.02800 -8.91100
O11 -20.60300 4.65500 -8.03100
H55 -18.72700 4.43400 -8.66900
H56 -20.05800 4.19200 -9.92800
H57 -19.71300 2.95500 -8.66900
H58 -21.29700 5.10900 -8.47600

Atomic forces in eV per Å
-1.20 -0.47 1.49
-3.11 6.37 -4.42
2.63 -1.22 -1.12
2.59 -4.52 3.01
-1.31 0.54 0.31
0.54 -1.19 0.58
-0.13 -0.31 0.34
-0.46 2.35 -0.52
0.69 -0.87 -1.71
-7.20 -1.37 1.01
2.06 0.17 3.44
6.43 1.12 -2.56
0.75 -0.61 0.93
-1.00 -0.18 1.12
-0.03 0.20 -2.31
-0.87 -0.18 0.35
-0.67 -0.39 1.54
1.24 -2.82 0.17
-0.68 2.87 0.62
-0.49 -0.41 0.30
-0.33 -0.59 -0.06
1.11 1.17 -1.74
-0.38 0.43 -0.23
-0.47 1.54 0.14
-0.12 -1.10 -0.63
0.50 -0.89 -0.01
0.19 -1.93 -0.36
-0.01 -0.77 -0.71
-0.59 0.60 0.47
0.44 0.10 0.28
0.01 0.22 -0.73
-0.23 2.10 1.61
0.03 0.35 -0.68
-0.31 0.17 0.14
0.42 0.23 -2.54
0.77 1.35 -0.78
-1.37 -4.19 0.46
0.24 -0.19 0.21
0.28 -0.55 0.29
-0.18 0.11 0.46
-1.07 0.23 0.00
-0.53 -0.40 -0.41
1.27 3.30 2.37
1.92 -0.06 0.83
0.64 0.26 0.48
0.00 -0.73 -0.38
-0.29 0.93 -0.45
-0.68 0.23 0.01
-0.99 -0.83 0.27
-0.33 0.15 -0.55
0.32 -0.50 -0.06
-0.06 0.06 0.01
0.16 -0.74 0.51
-1.13 0.55 -1.58
-1.51 -2.88 -0.28
-0.22 -0.31 -0.31
0.31 0.25 0.04
-0.46 0.87 0.68
-1.02 0.06 -0.04
1.31 0.56 1.55
2.16 1.91 -0.62
2.09 -3.37 1.90
-0.09 -0.65 0.22
0.68 -0.75 -1.80
-0.50 0.49 0.46
-1.99 0.74 -1.64
0.10 0.47 -0.87
-0.77 0.24 0.14
0.24 0.49 0.87
0.24 2.39 0.62
0.15 -0.88 -1.28
1.05 0.78 -4.43
0.30 0.65 2.20
0.17 0.33 0.47
-0.02 -0.48 0.21
-0.54 0.22 0.39
-1.31 0.37 1.38
-0.37 -1.11 0.72
0.82 0.15 0.36
-2.11 -1.48 2.37
1.89 -2.62 -0.83
-0.24 1.37 -0.61
0.32 0.52 0.29
-0.02 0.23 -0.86
-0.06 1.97 -0.44
-0.64 -0.28 0.34
0.47 -0.41 1.77
0.39 -0.03 -0.48
0.52 -0.15 -0.15
0.17 0.11 -0.38
-0.55 0.58 -1.18

Results
Total energy: -48085.2132 eV
Lowest unoccupied orbital energy: -0.05 eV


Which of these has the lowest total energy?
C18H58ClNO12S9Si2


Look up the total energy of the second one.
-171455.4637 eV


total energy of number 3 (C18H58N4O11)?
-48085.2132 eV